Entry 1:
The following is a quantum chemistry calculation of a single C16H13N7O2 molecule in a non-equilibrium geometry, from OMol25.

Computed properties:
Total energy ... -1151.2900 Ha
Kohn-Sham gap ... 7.8 eV
SMILES ... CC(=O)NCC(=O)Nc1ccc2cnn(-c3cncc(C#N)n3)c2c1

Atoms and positions in Å:
C1 -0.764 2.881 1.267
C2 1.817 0.719 -2.762
N1 -1.072 0.520 1.855
H1 -1.325 -4.825 2.674
C3 -1.235 -2.702 2.377
H2 -3.757 -0.695 3.401
H3 -3.225 -2.676 2.379
C4 -0.545 1.511 1.045
N2 -2.445 -2.090 2.568
C5 -2.171 0.546 2.722
C6 2.149 -1.592 -2.612
C7 0.643 2.041 -0.978
H4 1.060 5.169 -1.964
C8 1.900 -2.864 -2.018
N3 3.098 -0.391 -4.505
C9 -1.137 -4.103 1.858
N4 1.727 -3.946 -1.686
H5 -2.251 -0.856 4.296
H6 -1.268 3.225 2.164
C10 2.544 0.713 -3.978
C11 -2.694 -0.829 3.290
H7 -0.411 4.904 0.650
H8 3.360 -2.420 -4.171
C12 -0.210 3.849 0.412
H9 -0.596 -0.379 1.811
N5 1.559 -0.459 -2.150
O1 -2.763 1.519 3.130
N6 1.497 3.199 -2.733
C13 0.488 3.408 -0.742
C14 0.102 1.099 -0.086
C15 2.934 -1.514 -3.785
H10 0.195 0.039 -0.282
O2 -0.240 -2.044 2.669
H11 2.718 1.619 -4.553
N7 1.361 1.946 -2.213
C16 1.036 4.088 -1.886
H12 -1.887 -4.280 1.077
H13 -0.193 -4.331 1.457

***

Entry 2:
The following is a quantum chemistry calculation of a single C16H13NO3S molecule, from OMol25.

Computed properties:
Total energy ... -1296.2184 Ha
Kohn-Sham gap ... 8.9 eV
SMILES ... O=C1NC(=O)[C@@H](Cc2cccc(Oc3ccccc3)c2)S1

Atoms and positions in Å:
C1 -1.000 -0.653 -0.006
H1 1.190 -3.108 -2.006
H2 -3.000 5.031 -0.729
H3 -0.240 1.770 -0.779
C2 0.567 -2.431 -1.442
H4 2.198 0.925 1.626
O1 -1.764 0.180 0.764
C3 -1.131 -0.732 -1.389
C4 2.867 0.174 -0.185
C5 -3.603 3.282 0.349
C6 -0.354 -1.630 -2.095
C7 -0.100 -1.481 0.654
C8 -2.067 1.440 0.305
C9 2.645 -1.095 1.819
C10 0.701 -2.358 -0.061
O2 2.758 1.142 -0.874
S1 3.523 -1.388 -0.694
C11 -1.533 3.476 -0.840
C12 -2.738 4.026 -0.437
H5 1.462 -3.468 1.619
C13 3.016 -2.206 0.856
H6 -0.032 -1.416 1.730
H7 -0.458 -1.696 -3.167
N1 2.531 0.096 1.149
C14 -3.273 1.993 0.721
H8 3.855 -2.784 1.246
C15 1.793 -3.121 0.638
H9 -4.541 3.706 0.673
H10 -0.847 4.053 -1.443
H11 -3.933 1.400 1.335
O3 2.435 -1.239 2.992
H12 2.099 -3.980 0.040
C16 -1.189 2.189 -0.471
H13 -1.839 -0.096 -1.899

***

Entry 3:
The following is a quantum chemistry calculation of a molecular structure, C16H14BBrO2Tb in a non-equilibrium geometry, from OMol25.

Computed properties:
Total energy ... -4191.7676 Ha
Total charge ... -1
2S+1 ... 7
Kohn-Sham gap (spin up / spin down) ... 4.8 / 5.6 eV
<S²> ... 12.576

Atoms and positions in Å:
H1 3.382 -1.895 3.272
H2 -2.781 3.105 -1.543
C1 2.950 0.737 1.130
Tb1 -0.934 0.713 -1.061
C2 -2.591 1.201 -2.731
O1 1.822 1.487 0.822
C3 -4.036 -1.575 -0.067
H3 4.601 1.802 0.181
H4 -1.624 -3.817 -0.636
C4 3.596 -0.973 2.729
B1 0.744 0.726 1.364
H5 -3.667 -2.671 -1.976
C5 -2.208 -2.435 1.024
H6 -1.485 -0.347 -3.926
C6 -1.443 0.620 -3.401
O2 1.231 -0.229 2.276
C7 -2.156 2.418 -2.099
C8 4.292 1.124 0.978
C9 -2.261 -3.017 -0.275
C10 5.208 0.675 1.940
C11 4.857 -0.366 2.822
H7 -1.498 -2.665 1.803
H8 -0.103 3.469 -2.106
C12 -3.317 -1.562 1.156
H9 -4.978 -1.084 -0.271
C13 -0.292 1.491 -3.170
C14 -0.739 2.616 -2.366
H10 -3.627 0.764 -2.664
H11 6.189 1.145 2.029
C15 2.596 -0.306 2.003
Br1 -1.058 1.713 1.633
H12 -3.607 -1.039 2.059
H13 5.560 -0.687 3.589
H14 0.731 1.304 -3.550
C16 -3.353 -2.441 -0.968

***

Entry 4:
The following is a quantum chemistry calculation of a molecular structure, C16H14BCaF5N6O in a non-equilibrium geometry, from OMol25.

Computed properties:
Total energy ... -2223.6639 Ha
Kohn-Sham gap ... 6.1 eV

Atoms and positions in Å:
H1 -1.416 -1.507 2.241
C1 -3.370 -1.811 -0.393
C2 2.813 0.500 1.484
Ca1 -0.443 1.398 0.420
C3 -0.289 -1.884 -3.370
H2 -1.014 1.536 3.350
H3 -1.463 3.146 2.674
C4 5.265 0.290 1.550
N1 0.416 -0.263 -2.110
C5 -1.434 2.064 2.488
F1 3.974 -0.113 4.942
F2 6.369 -0.068 3.620
C6 -2.998 2.056 -2.787
H4 -2.933 -0.802 -3.000
N2 -1.393 1.897 -1.200
C7 -2.718 3.356 -2.355
C8 1.494 -1.032 -2.325
H5 0.456 0.693 -1.768
C9 4.093 0.492 0.851
C10 1.067 -2.080 -3.135
C11 -1.939 -1.484 1.285
B1 -2.129 -0.358 -2.239
C12 5.224 0.090 2.934
N3 -2.391 -0.976 -0.805
H6 -3.701 -2.817 1.561
H7 -3.174 4.261 -2.702
F3 4.131 0.719 -0.481
C13 -1.729 3.230 -1.372
H8 -2.452 1.693 2.286
N4 -2.202 1.193 -2.139
C14 2.824 0.268 2.896
F4 6.454 0.299 0.908
H9 2.429 -0.795 -1.850
H10 -3.711 1.703 -3.519
F5 1.642 0.250 3.557
N5 -0.691 -0.783 -2.711
H11 1.672 -2.873 -3.519
O1 1.740 0.715 0.816
N6 -1.520 -0.724 0.247
C15 -3.113 -2.170 0.935
C16 3.995 0.078 3.604
H12 -1.292 4.024 -0.777
H13 -4.152 -2.117 -1.070
H14 -0.989 -2.450 -3.968

***

Entry 5:
The following is a quantum chemistry calculation of 8 unconnected molecules or ions with the total composition C16H14BCl28F9N6O3P in a non-equilibrium geometry, from OMol25.

Computed properties:
Total energy ... -15322.5629 Ha
Total charge ... +1
Kohn-Sham gap ... 9.8 eV

Atoms and positions in Å:
Cl1 -3.500 1.803 -7.398
N1 -2.927 -1.879 -0.909
Cl2 -2.574 -5.830 -8.294
O1 -0.066 -2.427 -3.115
C1 -3.910 -4.795 -8.797
H1 1.038 -0.681 -3.364
Cl3 -3.285 -3.456 -9.761
H2 2.233 -6.175 1.161
N2 0.565 -0.702 1.139
Cl4 -1.483 0.586 -9.059
P1 3.225 2.287 0.390
C2 0.327 -0.382 -0.152
Cl5 -1.202 7.673 10.060
H3 -0.579 0.734 -2.269
C3 3.056 -5.940 0.493
F1 3.461 -6.297 -1.836
O2 4.102 1.660 1.574
C4 -4.719 10.255 8.086
Cl6 -6.269 9.795 8.793
Cl7 -1.339 4.666 4.902
Cl8 -5.060 -5.727 -9.747
C5 -0.279 3.363 5.429
Cl9 0.589 3.810 6.881
H4 4.575 2.345 2.065
H5 1.289 1.020 -1.457
C6 2.533 -5.878 -0.963
O3 -1.163 -2.851 0.483
H6 -3.592 -2.302 -0.274
C7 1.539 0.104 1.458
Cl10 -3.059 -1.046 -7.285
Cl11 0.893 3.037 4.117
Cl12 -1.089 0.753 -6.209
C8 -2.296 0.523 -7.501
Cl13 -1.562 5.030 11.130
H7 -0.455 -0.786 -4.273
H8 2.053 3.368 2.099
Cl14 -3.775 11.156 9.272
F2 3.618 -4.771 0.865
Cl15 6.094 -4.304 -1.611
H9 -1.228 -2.649 1.419
C9 -2.505 3.422 0.491
F3 2.073 0.132 2.608
F4 1.475 -5.488 -3.441
H10 1.761 3.926 0.598
Cl16 6.929 -1.548 -1.496
B1 -1.606 -1.899 -0.382
Cl17 -1.056 2.374 0.514
Cl18 8.806 -3.649 -0.883
C10 7.123 -3.154 -0.771
Cl19 -4.721 -4.151 -7.360
Cl20 -3.859 6.545 10.273
F5 3.987 -6.915 0.557
Cl21 -4.993 11.257 6.661
N3 2.496 3.558 1.200
F6 3.057 -3.660 -1.622
F7 1.480 -6.738 -0.997
H11 1.997 -2.624 -3.287
Cl22 6.641 -3.089 0.929
Cl23 -2.101 4.927 -0.319
F8 1.314 -3.994 -0.325
C11 1.078 -4.482 -2.624
N4 1.975 0.937 0.512
C12 2.014 -4.486 -1.379
Cl24 -1.225 1.905 5.710
H12 1.040 -3.494 -4.473
C13 1.076 -3.181 -3.429
Cl25 -2.006 5.519 8.323
C14 -0.810 -0.330 -2.257
Cl26 -3.835 8.797 7.629
C15 -2.162 6.199 9.952
C16 0.011 -1.049 -3.324
H13 -1.854 -0.407 -2.532
N5 -0.653 -0.869 -0.911
N6 1.194 0.567 -0.567
H14 -3.272 -0.956 -1.137
F9 -0.172 -4.754 -2.195
Cl27 -3.783 2.586 -0.387
Cl28 -2.998 3.735 2.146

***

Entry 6:
The following is a quantum chemistry calculation of a molecular structure, C16H14BaCl2N6O6S in a non-equilibrium geometry, from OMol25.

Computed properties:
Total energy ... -2742.2811 Ha
Kohn-Sham gap ... 8.7 eV

Atoms and positions in Å:
N1 3.513 0.483 1.680
S1 4.440 0.253 -0.928
C1 4.050 0.613 2.955
C2 -3.578 -3.316 -0.650
O1 0.123 4.128 -2.015
N2 5.335 0.622 2.898
H1 -4.831 -0.307 -1.615
C3 4.504 0.412 0.745
Cl1 2.375 -4.690 -2.592
H2 -1.090 -1.215 0.267
O2 0.992 -1.801 -2.741
Ba1 1.406 0.107 -1.564
H3 0.878 -4.429 -0.773
N3 2.155 0.453 1.348
H4 -1.278 5.029 -1.333
H5 1.685 -0.263 1.875
O3 1.153 2.260 -1.286
C4 0.931 -3.999 -1.765
C5 -2.035 -1.545 -0.140
C6 -4.146 -1.030 -1.184
H6 3.884 0.764 5.045
C7 -4.468 -2.382 -1.165
O4 -2.114 5.385 -0.926
C8 3.221 0.714 4.185
C9 -2.930 -0.628 -0.665
C10 0.124 3.003 -1.513
H7 -3.832 -4.370 -0.653
C11 -2.357 -2.894 -0.140
H8 0.054 -4.265 -2.352
N4 5.570 0.503 1.532
O5 -3.907 4.635 0.104
H9 -1.652 -3.611 0.272
C12 -3.225 1.888 -0.442
C13 -2.428 2.978 -0.695
H10 2.567 -0.155 4.296
H11 1.744 1.364 1.500
N5 -2.524 0.764 -0.689
H12 -5.421 -2.702 -1.567
C14 -2.884 4.405 -0.485
O6 1.136 -1.988 -0.488
C15 1.029 -2.487 -1.660
Cl2 -4.796 1.802 0.192
H13 2.594 1.610 4.169
H14 6.511 0.494 1.187
N6 -1.273 1.037 -1.100
C16 -1.206 2.369 -1.123

***

> Which of these has the highest total energy?

C16H13N7O2

***

> What is the formula in the first record?

C16H13N7O2

***

> What is the total energy in the sixth record?

-2742.2811 Ha

***

> Number 3 is which compound?

C16H14BBrO2Tb